(1)
Entry from OMol25: C33H25F12N3O6Pt as an isolated structure at a distorted geometry (ωB97M-V/def2-TZVPD).

XYZ file:
```
80
Properties=species:S:1:pos:R:3:forces:R:3:lowdin_charge:R:1
Pt -1.3274 -0.3843 1.5355 2.13 0.43 1.63 1.155
C 1.9948 -3.9244 -2.7216 -0.11 0.11 0.05 -0.063
C 1.7341 -3.1865 -1.4332 -0.03 -0.08 -0.02 -0.280
C 2.3621 -1.9775 -1.1677 -0.05 0.05 0.03 -0.056
C 2.0518 -1.2639 -0.0276 -0.28 0.06 0.05 -0.028
C 1.0873 -1.7158 0.8897 0.10 -0.28 -0.62 -0.263
N 0.6745 -0.8932 1.9305 -2.06 0.21 -0.33 -0.054
C 1.5656 -0.2631 2.7400 0.05 0.12 0.29 -0.215
C 2.8799 -0.7910 2.8427 -0.17 -0.09 -0.04 -0.030
C 3.8740 -0.1774 3.5665 -0.02 0.11 -0.02 -0.066
C 3.6278 1.0073 4.2518 0.06 0.06 0.06 -0.295
C 4.7163 1.7291 5.0072 -0.17 -0.14 0.03 -0.076
C 2.3246 1.4796 4.2492 0.19 -0.18 -0.10 -0.013
C 1.2847 0.8657 3.5553 -0.17 -0.06 -0.08 -0.055
C -0.1341 1.4648 3.6559 0.09 0.61 -0.03 -0.389
O -1.1820 0.6518 3.4343 0.15 0.05 -1.13 -0.191
C -0.3860 2.0376 5.1022 -0.16 0.12 0.41 -0.520
F 0.1334 3.2847 5.3256 0.02 -0.24 -0.04 0.099
F 0.1308 1.2451 6.0647 -0.10 0.04 -0.17 0.137
F -1.6934 2.1539 5.3720 0.22 0.00 -0.11 0.145
C -0.1650 2.7122 2.6908 0.05 0.21 -0.30 -0.522
F -1.2664 3.4671 2.8406 0.02 -0.19 -0.01 0.149
F -0.1231 2.3188 1.3976 -0.02 0.05 0.18 0.103
F 0.8895 3.5613 2.8254 -0.12 -0.14 0.08 0.116
C 0.4642 -2.9602 0.6330 -0.14 0.30 0.18 -0.059
C 0.7998 -3.6597 -0.5183 0.21 0.04 -0.19 0.012
C -0.6229 -3.4423 1.6161 -0.01 -0.28 0.21 -0.398
O -1.6154 -2.5755 1.8654 -0.05 0.01 -0.47 -0.218
C -1.3161 -4.7542 1.1061 -0.19 -0.36 0.11 -0.532
F -2.3083 -5.1474 1.9290 0.14 0.13 -0.22 0.129
F -0.4812 -5.8370 1.0058 -0.13 0.14 -0.02 0.099
F -1.8824 -4.6041 -0.1025 0.09 0.14 0.05 0.139
C 0.1333 -3.8890 2.9429 0.26 -0.22 0.21 -0.505
F 0.5313 -2.8800 3.7167 -0.16 -0.05 -0.16 0.162
F -0.6096 -4.6922 3.7437 0.02 0.14 -0.16 0.122
F 1.2595 -4.6134 2.6570 -0.15 0.12 0.03 0.104
H 2.9742 -3.6623 -3.1246 0.01 -0.05 -0.03 0.065
H 1.2411 -3.6504 -3.4667 0.05 -0.07 -0.03 0.075
H 1.9483 -5.0055 -2.5810 0.01 0.00 -0.01 0.070
H 3.0530 -1.5543 -1.8879 0.08 -0.02 0.01 0.107
H 2.5070 -0.2974 0.1433 0.02 0.04 0.04 0.122
H 3.0853 -1.7183 2.3255 0.06 0.01 0.02 0.109
H 4.8633 -0.6246 3.6041 0.00 -0.02 -0.05 0.100
H 5.6996 1.4045 4.6624 0.03 0.04 0.03 0.061
H 4.6517 1.5280 6.0814 0.07 0.05 0.02 0.068
H 4.6401 2.8092 4.8672 0.05 0.01 0.01 0.068
H 2.1281 2.3763 4.8204 -0.08 0.03 -0.02 0.112
H 0.3153 -4.5960 -0.7515 0.01 0.00 0.05 0.108
O -4.5371 2.2495 -0.1477 -0.19 -0.06 0.07 0.002
C -3.4751 1.6307 -0.1848 0.03 -0.10 0.03 -0.616
O -2.8565 1.1372 0.8020 0.19 -0.57 -0.22 -0.134
C -2.8602 1.5194 -1.6476 -0.48 0.12 0.64 -0.167
N -1.4161 1.2419 -1.6299 0.36 0.02 -0.27 0.001
C -0.6693 3.4389 -2.7154 0.03 -0.06 0.11 -0.100
C -2.0115 3.8243 -2.0733 -0.06 -0.09 -0.22 -0.159
C -3.1178 2.8222 -2.3993 0.09 0.13 -0.12 -0.138
H -3.3639 0.6804 -2.1310 -0.01 0.03 0.03 0.152
H -0.0898 -0.2018 -1.6598 -0.15 -0.05 0.24 0.132
H -1.0172 1.6214 -0.7671 -0.03 -0.17 0.09 0.147
H -0.5755 3.9206 -3.6918 0.01 0.01 0.01 0.096
H 0.1555 3.8006 -2.0996 0.06 -0.04 -0.06 0.117
H -2.2914 4.8203 -2.4240 -0.05 0.01 0.12 0.106
H -1.9158 3.8821 -0.9848 0.03 0.06 0.00 0.119
H -3.1679 2.6608 -3.4806 0.01 -0.04 0.01 0.113
H -4.0827 3.1925 -2.0574 0.04 -0.08 -0.05 0.106
O -1.9687 -1.9447 -2.7496 0.11 -0.26 -0.07 0.136
C -1.6217 -0.7984 -2.7917 0.16 0.37 0.51 -0.380
N -1.1215 -0.1538 -1.6008 0.02 -0.36 0.00 0.109
C -0.4023 1.9320 -2.9084 -0.04 0.29 0.36 -0.522
O 0.7706 1.5066 -2.6844 0.13 -0.06 -0.14 -0.059
C -1.0471 1.2812 -4.1294 0.09 -0.43 0.11 -0.079
C -0.8865 1.8536 -5.3849 -0.05 0.15 -0.13 -0.027
C -1.3007 1.2032 -6.5361 0.06 -0.09 0.09 -0.084
C -1.8691 -0.0619 -6.4496 -0.05 0.05 -0.09 -0.093
C -2.0124 -0.6554 -5.2122 -0.06 -0.03 0.23 -0.014
C -1.6020 -0.0045 -4.0459 0.00 0.23 -0.75 -0.081
H -0.4055 2.8201 -5.4665 -0.03 0.01 0.01 0.108
H -1.1554 1.6657 -7.5050 -0.01 0.04 0.01 0.095
H -2.1773 -0.5886 -7.3444 -0.02 0.01 0.00 0.093
H -2.4213 -1.6525 -5.1142 0.00 -0.01 0.00 0.115
```
Positions in Å, forces in eV/Å.

Calculated values
**Charge**: -2
**HOMO level (spin up / spin down)**: -1.745 / -1.747 eV
**Largest force on an atom**: 2.720 eV/A
**Spin multiplicity**: 1
**Energy**: -87239.935 eV

=====

(2)
Entry from OMol25: a 7-piece molecular cluster, C7H28O7 overall at a distorted geometry (ωB97M-V/def2-TZVPD).

XYZ file:
```
42
Properties=species:S:1:pos:R:3:forces:R:3:nbo_charge:R:1
C 0.8799 -2.7679 -1.5246 0.38 0.88 -0.99 -0.248
O 2.1315 -2.4569 -0.9071 -0.11 0.47 0.70 -0.775
H 0.3201 -1.8338 -1.4782 -0.27 -0.15 0.20 0.174
H 1.0857 -2.9044 -2.5863 -0.31 -0.48 -0.14 0.165
H 0.2539 -3.5699 -1.1334 0.49 -0.07 0.35 0.202
H 2.7487 -3.1898 -0.8474 -0.28 -0.31 -0.08 0.492
C 0.4513 0.8502 0.3012 -0.13 -0.46 -0.77 -0.276
O 1.6991 0.7065 -0.3143 1.41 0.82 -1.57 -0.567
H 0.7073 1.3015 1.2597 -0.71 -0.28 0.66 0.250
H -0.1626 1.5632 -0.2492 0.17 0.15 -0.03 0.220
H 0.0392 -0.1544 0.2065 -0.81 0.24 1.14 0.212
H 1.9819 -0.2053 -0.2130 0.29 -0.79 0.04 0.515
C 3.2243 -0.1729 -3.4217 0.70 -1.02 2.02 -0.304
O 2.5688 1.0360 -3.2389 -0.32 -0.04 -1.02 -0.345
H 4.2036 -0.1034 -3.8952 -0.03 0.56 -0.84 0.271
H 3.4776 -0.5300 -2.4235 -0.03 -0.47 -0.04 0.200
H 2.6279 -0.9463 -3.9057 -0.28 0.29 -0.58 0.258
H 2.4948 1.1463 -2.2881 -0.23 0.65 1.02 0.515
C -3.4845 -2.2553 -0.6865 -0.36 -0.16 0.46 -0.246
O -2.3681 -1.6382 -0.0870 1.14 0.22 0.06 -0.763
H -3.1087 -3.1406 -1.1996 -0.21 0.10 -0.17 0.178
H -4.1594 -2.5737 0.1080 -0.22 -0.22 -0.05 0.167
H -4.0541 -1.6000 -1.3454 0.25 0.01 -0.20 0.184
H -2.5056 -0.6973 0.0452 -0.60 0.16 -0.21 0.482
C 1.9645 4.9021 2.6416 1.47 0.83 -0.67 -0.254
O 1.4956 3.7447 2.0000 -0.72 -0.90 -0.04 -0.714
H 2.4742 4.6380 3.5682 -0.53 0.38 0.43 0.175
H 2.7552 5.2574 1.9809 0.31 0.60 0.11 0.163
H 1.2522 5.7260 2.6852 -0.33 -0.58 0.37 0.199
H 2.2636 3.1732 2.0729 -0.17 -0.44 -0.25 0.459
C -0.7049 -2.5073 2.5840 -0.19 0.00 -0.25 -0.256
O -0.1933 -2.8551 3.8779 -0.79 0.21 -0.91 -0.709
H -0.5017 -1.4615 2.3531 0.39 0.10 -0.17 0.141
H -0.3369 -3.1665 1.7978 0.50 0.08 0.22 0.178
H -1.7865 -2.5863 2.4746 -0.18 -0.20 0.46 0.179
H -0.9233 -2.5822 4.4384 0.27 -0.17 0.63 0.466
C -2.8904 2.2070 -0.6484 -0.59 -0.55 0.64 -0.251
O -3.7275 1.0629 -0.4029 0.35 -0.06 -0.17 -0.741
H -2.3239 1.9813 -1.5518 -0.05 0.26 0.09 0.184
H -3.5000 3.1060 -0.7401 0.13 0.05 -0.34 0.190
H -2.2507 2.3332 0.2251 0.40 0.23 -0.16 0.159
H -4.1188 1.1637 0.4679 -0.20 0.07 0.04 0.474
```
Positions in Å, forces in eV/Å.

Calculated values
**Charge**: +1
**HOMO level (spin up / spin down)**: -12.488 / -12.482 eV
**Largest force on an atom**: 2.370 eV/A
**Spin multiplicity**: 2
**⟨S²⟩**: 0.7564
**Energy**: -22031.733 eV

=====

(3)
Entry from OMol25: a 3-piece molecular cluster, C2Br2F2N2 overall at a distorted geometry (ωB97M-V/def2-TZVPD).

XYZ file:
```
8
Properties=species:S:1:pos:R:3:forces:R:3:nbo_charge:R:1
Br -1.8205 2.5944 -2.4686 -0.15 0.32 0.20 0.016
Br -0.9566 0.7919 -3.5111 0.11 -0.33 -0.29 -0.012
N 0.5027 -1.6592 2.0147 0.56 -2.09 -2.15 -0.443
C 0.1935 -0.8587 2.7438 0.09 0.47 0.68 0.665
F -0.0269 -0.0200 3.6157 -0.65 1.61 1.42 -0.220
N 0.5315 0.8015 -0.3796 -0.03 1.26 0.82 -0.438
C 0.7245 -0.2626 -0.7325 -0.12 -0.85 -0.81 0.665
F 0.8517 -1.3874 -1.2824 0.19 -0.39 0.13 -0.233
```
Positions in Å, forces in eV/Å.

Calculated values
**HOMO level**: -10.180 eV
**SMILES**: BrBr.N#CF.N#CF
**Largest force on an atom**: 3.048 eV/A
**Spin multiplicity**: 1
**Energy**: -150570.542 eV

=====

(4)
Entry from OMol25: C23H23N5OOsSSbTe as an isolated structure at a distorted geometry (ωB97M-V/def2-TZVPD).

XYZ file:
```
56
Properties=species:S:1:pos:R:3:forces:R:3:nbo_charge:R:1
Os -0.6710 -0.0608 -0.2936 1.54 -0.16 -1.41 0.612
C 0.1631 4.9118 2.3648 -1.62 -0.23 1.72 -0.232
C 0.9313 5.0214 1.2825 2.36 -0.66 -2.39 -0.169
C 1.1626 3.8646 0.4767 -0.68 -0.85 1.70 -0.245
C 0.5714 2.6228 0.8397 -0.56 -0.91 -1.10 0.128
C -0.4051 2.5747 1.8624 0.67 0.75 0.42 -0.279
C -0.5242 3.7433 2.6396 -1.39 -0.97 0.45 -0.180
N 0.8684 1.3564 0.0462 -0.40 3.99 2.18 -0.408
N 2.0266 1.4863 -0.6124 -1.99 -3.81 -1.43 -0.214
C 2.1062 0.3482 -1.4686 0.72 3.66 2.72 0.120
C 3.2413 0.2090 -2.1940 2.20 -0.77 -2.37 -0.281
C 3.4177 -0.7169 -3.3291 -0.06 -0.23 0.98 -0.156
C 2.5355 -1.6318 -3.7903 1.85 1.82 0.17 -0.246
C 1.2601 -1.7012 -3.1974 -3.66 0.14 1.55 -0.210
C 0.9110 -0.5556 -1.4664 -1.14 1.10 -1.99 -0.128
H 0.0226 5.7404 3.0389 0.01 0.21 0.03 0.224
H 1.4587 5.9774 1.1588 -0.15 -0.61 -0.55 0.229
H 1.8784 3.7361 -0.2964 0.50 0.72 -0.67 0.244
H -0.9915 1.6714 2.1329 0.52 0.55 -0.29 0.205
H -1.2445 3.8041 3.4802 0.55 -0.43 -0.57 0.220
H 4.1877 0.8378 -2.0788 -1.96 -0.53 0.38 0.252
H 4.4055 -0.6914 -3.7270 0.53 -0.04 -0.48 0.223
H 2.6404 -2.3822 -4.5125 1.10 -0.52 -1.17 0.234
H 0.6930 -2.4501 -3.6997 -0.62 -1.06 -0.12 0.245
C 0.8844 -3.5772 1.2915 -0.84 0.20 0.16 -0.965
Sb 0.5249 -1.5061 1.5437 0.51 0.11 -0.24 1.400
C 2.4174 -0.7906 2.1047 -0.70 1.63 -0.56 -0.983
C -0.4607 -1.5478 3.3800 -1.41 1.09 -1.46 -0.972
H 1.2250 -3.9241 2.2921 -0.40 -0.09 -0.83 0.247
H 1.6130 -3.7457 0.5104 0.17 -0.03 -0.03 0.263
H -0.1077 -3.9613 0.9548 0.85 -0.19 0.55 0.240
H 2.6301 -1.1793 3.0504 0.50 -1.05 1.41 0.236
H 2.4312 0.2972 2.2564 -0.26 -0.19 -0.36 0.260
H 3.1571 -1.0337 1.3809 0.62 -0.33 -0.54 0.251
H 0.1409 -2.0386 4.0726 0.88 -0.83 1.30 0.240
H -1.4025 -2.0527 3.1703 -0.03 -0.13 0.40 0.245
H -0.6732 -0.5147 3.6466 0.01 -0.07 0.30 0.245
N -1.6392 2.6350 -3.5459 0.67 -1.09 -1.24 -0.747
C -1.1946 1.5119 -2.9702 -0.35 -1.47 0.91 0.718
O -1.4803 1.3122 -1.7603 0.62 0.40 -0.07 -0.679
C -0.4340 0.3415 -3.6921 -0.65 1.51 0.69 -0.303
C -0.6177 0.1139 -5.0901 0.05 -0.81 -0.81 0.227
N -0.7363 -0.3098 -6.1605 0.02 0.67 0.68 -0.230
C 0.3571 -0.4797 -2.9865 0.84 1.12 1.07 0.223
N 1.3071 -1.8687 -1.7075 0.29 -1.91 -0.05 -0.230
H -1.6848 2.7097 -4.5570 0.31 0.02 0.25 0.425
H -2.0926 3.3633 -3.0241 -0.12 -0.17 0.42 0.436
Te -2.0551 -2.1685 -0.9899 -0.62 -0.04 1.15 0.516
C -3.2244 -2.3630 0.8125 1.08 2.49 -1.19 -0.485
C -3.7819 -3.2992 1.5604 -1.44 -1.87 1.27 -0.291
C -4.4091 -2.8019 2.7538 0.01 0.49 1.00 -0.235
C -4.2620 -1.4507 2.9855 -0.29 -0.58 -1.52 -0.390
S -3.4811 -0.8105 1.5547 0.20 0.52 0.55 0.390
H -3.8862 -4.3436 1.2982 0.29 -0.02 -0.05 0.246
H -4.9554 -3.4214 3.4674 0.23 -0.01 -0.36 0.243
H -4.7546 -0.8115 3.7405 0.61 -0.53 -0.57 0.268
```
Positions in Å, forces in eV/Å.

Calculated values
**Charge**: +1
**HOMO level (spin up / spin down)**: -9.149 / -10.641 eV
**Largest force on an atom**: 4.617 eV/A
**Spin multiplicity**: 5
**⟨S²⟩**: 6.0882
**Energy**: -60840.506 eV

=====

Question: largest force on an atom of number 1 (C33H25F12N3O6Pt)?
Answer: 2.720 eV/A